*1*
Here is a single C4H5NO2 molecule from the Open Molecules 2025 dataset. Energies are from ωB97M-V with the def2-TZVPD basis set.

Computed properties:
SMILES = O=C[C@H]1CN=CO1
LUMO level = 0.10 eV
Kohn-Sham gap = 0.36831 Eh
net charge = 0

```
12
C4H5NO2 ωB97M-V with the def2-TZVPD basis set
H -2.34450 -0.75641 -0.62094
O 0.22137 -1.27605 -0.71309
H 2.11837 -1.82193 0.09913
C -1.68973 -0.22892 0.08778
H 0.93287 1.98051 -0.09285
O -1.88417 -0.19866 1.27562
C 1.35488 -1.05136 -0.03430
C -0.44225 0.29427 -0.55514
N 1.62442 0.07227 0.48504
H -0.52034 0.65328 -1.58303
H 0.10346 1.28745 1.32220
C 0.52561 1.04555 0.32958
```

Löwdin atomic charge list, values in e, 8 entries: number 1, H, carries 0.130; number 2, O, carries -0.025; number 3, H, carries 0.134; number 4, C, carries -0.227; number 5, H, carries 0.120; number 6, O, carries 0.087; number 7, C, carries -0.285; number 8, C, carries -0.082

=====

*2*
Here is a molecular structure, C4H5NO2 from the Open Molecules 2025 dataset. Energies are from ωB97M-V with the def2-TZVPD basis set.

Computed properties:
LUMO level (alpha / beta) = 0.22 / 0.22 eV
Kohn-Sham gap (alpha / beta) = 0.30538 / 0.30541 Eh
net charge = 0

```
12
C4H5NO2 ωB97M-V with the def2-TZVPD basis set
C 1.57584 -0.48447 -0.24476
H 1.89061 -1.50905 -0.40730
H -0.61773 0.14682 2.70374
H -1.64063 0.73199 -2.13796
N -0.09411 -0.60504 0.43727
O -1.64050 0.89088 -0.04640
O -1.10057 0.75138 2.12322
C -1.17261 0.32483 -1.25589
C -0.91468 0.34195 0.87618
H 1.84190 0.15638 -1.08523
H 1.99575 -0.07500 0.67763
C -0.25659 -0.64260 -1.00409
```

Löwdin atomic charge list, values in e, 8 entries: number 1, C, carries 0.024; number 2, H, carries 0.067; number 3, H, carries 0.136; number 4, H, carries 0.096; number 5, N, carries 0.022; number 6, O, carries 0.113; number 7, O, carries 0.163; number 8, C, carries -0.116

=====

*3*
Here is a single C4H5NO2 molecule from the Open Molecules 2025 dataset. Energies are from ωB97M-V with the def2-TZVPD basis set.

Computed properties:
SMILES = C=CN(C=O)C=O
LUMO level = 0.53 eV
Kohn-Sham gap = 0.38153 Eh
net charge = 0

```
12
C4H5NO2 ωB97M-V with the def2-TZVPD basis set
H -1.10778 1.83196 0.88157
H -2.05212 1.87886 -0.79964
O 1.64516 -0.65359 1.98427
H -0.90134 0.18466 -1.69669
C -1.34339 1.43618 -0.05705
N 0.30167 -0.41234 -0.03272
C 0.69378 -0.22604 1.34341
C 0.96232 -1.40709 -0.76167
H 1.85756 -1.82691 -0.20160
O 0.71504 -1.66552 -1.90228
H -0.13407 0.37655 1.90112
C -0.63683 0.48327 -0.65870
```

Löwdin atomic charge list, values in e, 8 entries: number 1, H, carries 0.027; number 2, H, carries 0.080; number 3, O, carries 0.049; number 4, H, carries 0.127; number 5, C, carries 0.018; number 6, N, carries -0.029; number 7, C, carries -0.230; number 8, C, carries -0.281

=====

*4*
Here is a single C4H5NO2 molecule from the Open Molecules 2025 dataset. Energies are from ωB97M-V with the def2-TZVPD basis set.

Computed properties:
SMILES = O=C[C@H]1CN=CO1
LUMO level = 0.82 eV
Kohn-Sham gap = 0.41077 Eh
net charge = 0

```
12
C4H5NO2 ωB97M-V with the def2-TZVPD basis set
H 1.53150 0.51274 -0.38768
C -0.40133 -0.45495 -0.82548
C -1.08157 1.55389 -0.25089
O 1.98726 -1.72082 0.83433
H 0.25553 -1.27599 1.79374
H -1.09601 -1.07546 -0.24010
C 1.00940 -1.03801 1.01803
H -1.53925 2.52230 0.01031
C 0.62993 0.12971 0.11854
O -0.12202 1.17776 0.73343
N -1.26780 0.76300 -1.22699
H 0.09436 -1.09417 -1.57723
```

Löwdin atomic charge list, values in e, 8 entries: number 1, H, carries 0.165; number 2, C, carries -0.124; number 3, C, carries -0.181; number 4, O, carries 0.075; number 5, H, carries 0.139; number 6, H, carries 0.121; number 7, C, carries -0.210; number 8, H, carries 0.140

=====

Tell me which of them is the least stable. Sure, it is *2*.

=====

*1*
Here is a single C4H5NO2 molecule from the Open Molecules 2025 dataset. Energies are from ωB97M-V with the def2-TZVPD basis set.

Computed properties:
LUMO level (alpha / beta) = -0.99 / -0.99 eV
Kohn-Sham gap (alpha / beta) = 0.30612 / 0.30610 Eh
net charge = 0

```
12
C4H5NO2 ωB97M-V with the def2-TZVPD basis set
O 0.37932 0.35948 -1.92495
H -0.62130 1.89847 -1.03273
C 0.38634 0.54762 1.56076
O 0.87969 1.34783 0.72919
C -0.28409 0.86106 -0.99634
H 0.70834 0.59504 2.60931
N -0.54519 -0.36894 1.27135
C -0.78661 -0.27409 -0.13765
C 0.28247 -1.20612 -0.54913
H -1.79699 -0.58842 -0.41606
H 0.10574 -2.24237 -0.83633
H 1.29227 -0.92956 -0.27742
```

Löwdin atomic charge list, values in e, 8 entries: number 1, O, carries 0.031; number 2, H, carries 0.145; number 3, C, carries -0.365; number 4, O, carries -0.031; number 5, C, carries -0.196; number 6, H, carries 0.124; number 7, N, carries 0.067; number 8, C, carries -0.391

=====

*2*
Here is a single C4H5NO2 molecule from the Open Molecules 2025 dataset. Energies are from ωB97M-V with the def2-TZVPD basis set.

Computed properties:
SMILES = [H]/N=C\C(=O)OC=C
LUMO level = 0.11 eV
Kohn-Sham gap = 0.37698 Eh
net charge = 0

```
12
C4H5NO2 ωB97M-V with the def2-TZVPD basis set
C -1.82993 -0.25990 -0.79238
O 0.31728 -1.26527 -0.63907
C 1.27204 -0.38676 -0.22134
C -0.94551 -0.98583 -0.12945
N 1.32784 1.47146 1.34832
H 2.06215 0.85921 1.73192
C 0.80044 0.94685 0.31776
O 2.43063 -0.69401 -0.25439
H -2.69406 0.14197 -0.27444
H -1.05483 -1.33205 0.89344
H -1.63146 0.07822 -1.80536
H -0.05460 1.42611 -0.17503
```

Löwdin atomic charge list, values in e, 8 entries: number 1, C, carries 0.046; number 2, O, carries 0.028; number 3, C, carries -0.455; number 4, C, carries -0.210; number 5, N, carries 0.137; number 6, H, carries 0.070; number 7, C, carries -0.152; number 8, O, carries 0.139

=====

Tell me which of them is the least stable. Sure, it is *1*.